{"formula": "C31H38N3OP2PdSSi2", "method": "ωB97M-V/def2-TZVPD", "elements": ["Pd", "S", "P", "P", "Si", "Si", "O", "N", "N", "N", "C", "C", "C", "C", "C", "C", "C", "C", "C", "C", "C", "C", "C", "C", "C", "C", "C", "C", "C", "C", "C", "C", "C", "C", "C", "C", "C", "C", "C", "C", "C", "H", "H", "H", "H", "H", "H", "H", "H", "H", "H", "H", "H", "H", "H", "H", "H", "H", "H", "H", "H", "H", "H", "H", "H", "H", "H", "H", "H", "H", "H", "H", "H", "H", "H", "H", "H", "H", "H"], "positions_angstrom": [[0.75103, -1.29669, 0.40712], [2.23576, -3.61751, -0.05951], [1.18450, 1.24029, 1.79600], [-1.60732, -0.07738, 1.88883], [-2.30297, -1.59689, -0.62025], [2.38370, 1.00684, -1.08071], [1.66700, -3.48181, 1.32115], [1.33364, 0.59646, 0.31173], [-1.24120, -0.70559, 0.47699], [2.02618, -2.42633, -0.92167], [-1.48856, -1.17248, 3.30929], [-5.42395, 2.40392, 1.71827], [-0.91840, -3.34858, 4.15644], [2.21050, 2.82907, -1.46575], [-1.31599, -3.01351, -1.33105], [-1.47720, -1.56148, 5.68282], [2.42567, 1.33583, 4.27808], [1.75521, 0.09158, -2.57713], [3.18235, -1.34665, 4.20934], [3.49475, -0.55536, 5.30549], [-4.17369, 0.62894, 2.75366], [2.12531, 0.54534, 3.16067], [-3.12631, 0.86732, 1.86945], [-0.41329, 1.04596, 2.50645], [1.77301, 5.75572, 1.67366], [-3.78088, -2.25241, 0.32196], [0.29807, 3.85983, 1.66965], [4.13457, 0.54721, -0.63801], [-3.22927, 1.87273, 0.90518], [-1.10402, -2.49617, 3.08388], [2.68758, 3.54414, 1.86287], [1.39989, 3.01765, 1.79183], [-2.85930, -0.44709, -1.97560], [0.48921, 5.23028, 1.60771], [2.49698, -0.80066, 3.13577], [-5.32487, 1.39652, 2.66964], [-4.37818, 2.64372, 0.83610], [3.11414, 0.78345, 5.34061], [2.87139, 4.91577, 1.80490], [-1.10760, -2.88078, 5.45255], [-1.66065, -0.69792, 4.61608], [-3.44538, 0.38458, -1.57917], [1.17288, 3.05643, -1.72405], [1.91790, 6.82680, 1.62821], [-0.95142, -2.86084, 2.07529], [3.86948, 5.32876, 1.85964], [-3.50142, -2.77136, 1.24196], [-4.46340, 3.42217, 0.08983], [0.71111, -0.20690, -2.45523], [4.50539, 1.09796, 0.23088], [-0.61895, -4.37274, 3.98128], [-1.61333, -1.20378, 6.69434], [-2.00467, -0.03571, -2.51746], [-1.08558, -3.78052, -0.58510], [2.32804, -0.80752, -2.78914], [4.81032, 0.74701, -1.47275], [4.03621, -0.98084, 6.14031], [-4.30443, -2.97487, -0.31005], [-0.36339, 5.88927, 1.51483], [2.26379, -1.43550, 2.28967], [-0.95935, -3.54917, 6.29058], [3.54446, 2.88782, 1.96606], [-1.92348, 0.33701, 4.78828], [-4.49455, -1.46543, 0.57425], [-1.91185, -3.49454, -2.11141], [4.19645, -0.51973, -0.41183], [3.46848, -2.38928, 4.18246], [2.11700, 2.37212, 4.31475], [-0.37908, -2.69358, -1.79134], [3.35421, 1.39492, 6.19976], [2.52455, 3.51664, -0.68425], [2.81473, 3.03386, -2.35404], [-2.42348, 2.03130, 0.19553], [-0.70661, 3.45255, 1.63186], [-6.14735, 1.20647, 3.34590], [1.80937, 0.75715, -3.44251], [-4.10188, -0.16064, 3.49082], [-6.32402, 3.00127, 1.66005], [-3.48493, -0.97891, -2.69654]], "multiplicity": 1, "charge": 1, "e_lumo_ev": [-5.3, -5.2], "largest_force_ev_per_a": 1.47, "total_energy_ev": -87923.21552, "gap_ev": [6.20, 6.26]}